Arrangement i

Density functional theory data (ωB97M-V/def2-TZVPD) for a molecular structure, C7H13NO2.

As for the LUMO energy: -0.005 hartree. The calculation puts the frontier orbital gap at 8.56 eV.

Last column: natural (NBO) charge in e.
Geometry (Å):
C 0.485 1.271 -1.745  -0.7105
C 1.603 -1.027 1.364  -0.6852
C 0.774 1.325 -0.262  0.7266
C 0.587 -0.890 0.267  -0.1338
C 0.546 -1.784 -0.730  -0.3801
O 1.797 1.844 0.158  -0.5515
H -0.426 0.736 -1.998  0.2199
H 1.321 0.775 -2.233  0.2539
H 0.406 2.288 -2.140  0.2389
H 1.146 -0.879 2.344  0.2396
H 2.387 -0.274 1.262  0.2275
H 2.092 -2.004 1.368  0.2100
H -0.188 -1.776 -1.528  0.1867
H 1.272 -2.591 -0.801  0.1920
C -2.205 -0.358 -0.064  -0.7005
C -1.053 -0.234 0.910  0.6251
N -0.459 1.509 0.622  -0.7867
O -1.227 -0.627 2.058  -0.6597
H -0.227 1.646 1.602  0.4189
H -1.098 2.260 0.367  0.4012
H -3.017 0.271 0.316  0.2267
H -2.585 -1.378 -0.052  0.2407
H -1.932 -0.103 -1.085  0.2002

Arrangement ii

Density functional theory data (ωB97M-V/def2-TZVPD) for a single C7H13NO2 molecule.

As for the LUMO energy: 0.012 hartree. As for the SMILES: C=C[C@@H](C(=O)[O-])[N+](C)(C)C. The calculation puts the frontier orbital gap at 8.74 eV.

Last column: natural (NBO) charge in e.
Geometry (Å):
C -1.368 -1.725 -2.338  -0.3573
C -0.725 -1.577 -1.197  -0.2133
C -1.217 -0.520 -0.074  -0.2310
C -2.414 -1.124 0.936  0.8107
O -2.239 -0.828 2.115  -0.7649
O -3.277 -1.694 0.318  -0.6746
N -0.045 0.120 0.598  -0.2253
C 0.989 0.486 -0.386  -0.4015
C -0.510 1.346 1.270  -0.4250
C 0.528 -0.788 1.606  -0.4381
H -1.101 -2.506 -3.031  0.2025
H -2.192 -1.091 -2.617  0.2036
H 0.044 -2.266 -0.884  0.1902
H -1.747 0.264 -0.620  0.2177
H 1.397 -0.408 -0.853  0.2340
H 0.557 1.112 -1.165  0.2270
H 1.797 1.029 0.106  0.2149
H -1.308 1.072 1.964  0.2884
H 0.313 1.812 1.810  0.2079
H -0.896 2.048 0.533  0.2151
H -0.266 -1.030 2.317  0.2968
H 0.874 -1.705 1.133  0.2157
H 1.357 -0.307 2.120  0.2064

From most stable to least stable, the computed energies give arrangement ii, arrangement i.